11
Properties=species:S:1:pos:R:3:nbo_charge:R:1 method="wB97M-V/def2-TZVPD" homo_energy_ev=-8.796 largest_force_ha_per_bohr=0.010 de_lowest_kcal_mol=55.73 lumo_energy_ev=-0.5065 total_energy_ha=-339.49286
O 0.38 2.18 1.25 -0.511
C 0.27 1.13 0.67 0.649
C -1.06 0.63 0.15 -0.705
C -1.16 -0.68 -0.59 0.177
N 0.03 -1.27 -0.67 -0.622
C 1.26 -0.78 -0.18 0.305
N 1.43 0.32 0.43 -0.479
H -1.82 0.65 0.94 0.295
H -1.52 1.42 -0.45 0.294
H 0.09 -2.18 -1.14 0.407
H 2.12 -1.42 -0.39 0.188